No. 1
{"formula": "C18H49N3O21S5", "method": "ωB97M-V/def2-TZVPD", "de_lowest_kcal_mol": 47.3, "orbital_gap_ev": 10.14, "homo_ev": -10.51, "spin_multiplicity": 1, "total_charge": 0, "elements": ["C", "C", "O", "S", "C", "O", "O", "H", "H", "H", "H", "H", "H", "H", "H", "C", "C", "O", "S", "C", "O", "O", "H", "H", "H", "H", "H", "H", "H", "H", "C", "C", "O", "S", "C", "O", "O", "H", "H", "H", "H", "H", "H", "H", "H", "C", "C", "O", "S", "C", "O", "O", "H", "H", "H", "H", "H", "H", "H", "H", "C", "C", "O", "S", "C", "O", "O", "H", "H", "H", "H", "H", "H", "H", "H", "C", "N", "O", "O", "H", "H", "H", "C", "N", "O", "O", "H", "H", "H", "C", "N", "O", "O", "H", "H", "H"], "positions_angstrom": [[2.647, -3.871, -6.563], [2.576, -3.921, -4.988], [1.525, -3.095, -4.456], [1.670, -2.652, -2.924], [2.841, -1.230, -3.019], [0.312, -2.174, -2.466], [2.371, -3.714, -2.209], [3.412, -4.561, -6.922], [3.051, -2.889, -6.808], [1.680, -3.982, -7.054], [2.295, -4.920, -4.654], [3.585, -3.744, -4.617], [2.292, -0.489, -3.600], [3.683, -1.533, -3.642], [3.050, -0.933, -1.991], [-3.772, 0.388, 1.409], [-4.952, -0.499, 1.238], [-6.065, 0.132, 0.634], [-7.453, -0.752, 0.646], [-7.837, -0.686, 2.449], [-8.507, 0.017, -0.046], [-7.160, -2.114, 0.239], [-2.884, -0.170, 1.707], [-4.110, 1.108, 2.154], [-3.538, 1.037, 0.565], [-4.672, -1.381, 0.662], [-5.199, -1.021, 2.162], [-7.929, 0.368, 2.710], [-7.022, -1.022, 3.091], [-8.768, -1.213, 2.657], [-1.472, 1.576, -2.259], [-1.513, 2.868, -1.439], [-1.292, 4.070, -2.250], [-1.735, 5.507, -1.550], [-0.345, 5.672, -0.394], [-1.598, 6.602, -2.520], [-3.022, 5.339, -0.884], [-0.474, 1.421, -2.669], [-2.176, 1.560, -3.091], [-1.754, 0.643, -1.772], [-2.403, 2.952, -0.815], [-0.710, 2.794, -0.706], [-0.491, 6.704, -0.075], [0.578, 5.594, -0.968], [-0.474, 4.878, 0.342], [6.242, -2.977, -2.040], [6.548, -2.028, -0.897], [5.619, -0.945, -0.954], [6.007, 0.484, -0.228], [5.997, -0.041, 1.455], [7.362, 0.832, -0.537], [4.950, 1.448, -0.483], [6.740, -3.932, -1.873], [6.543, -2.493, -2.969], [5.187, -3.241, -2.119], [6.553, -2.553, 0.058], [7.599, -1.796, -1.068], [6.877, -0.668, 1.599], [5.119, -0.657, 1.649], [6.033, 0.808, 2.138], [-5.538, 1.240, 4.966], [-4.576, 0.181, 5.448], [-4.207, -0.555, 4.234], [-3.111, -1.777, 4.365], [-1.526, -0.876, 4.525], [-3.403, -2.467, 5.587], [-3.065, -2.474, 3.085], [-5.100, 1.896, 4.215], [-5.811, 1.756, 5.886], [-6.446, 0.741, 4.626], [-3.842, 0.709, 6.056], [-5.094, -0.522, 6.100], [-1.524, -0.233, 3.645], [-0.733, -1.624, 4.502], [-1.647, -0.352, 5.472], [1.774, 1.313, 0.797], [0.782, 0.457, 1.546], [-0.394, 0.325, 1.113], [1.115, -0.119, 2.543], [2.211, 0.791, -0.054], [2.626, 1.641, 1.392], [1.238, 2.164, 0.378], [-1.028, -2.812, 0.603], [0.132, -3.516, 1.321], [-0.103, -4.156, 2.346], [1.245, -3.344, 0.840], [-0.479, -2.217, -0.127], [-1.620, -2.200, 1.284], [-1.621, -3.529, 0.035], [4.449, 4.498, -2.533], [3.476, 3.603, -1.877], [3.212, 3.760, -0.683], [3.106, 2.654, -2.565], [4.902, 5.289, -1.936], [3.754, 4.978, -3.222], [5.231, 3.869, -2.958]], "lowdin_charge": [-0.0456, -0.2566, -0.2614, 0.6695, -0.0872, -0.3230, -0.3101, 0.0760, 0.0673, 0.0772, 0.1158, 0.1053, 0.0661, 0.0596, 0.0572, -0.0531, -0.3252, -0.2344, 0.6844, -0.1070, -0.3030, -0.2876, 0.0488, 0.0715, 0.0780, 0.1194, 0.0785, 0.0617, 0.0441, 0.0732, -0.0528, -0.2558, -0.2663, 0.6606, -0.1071, -0.3021, -0.2969, 0.0720, 0.0807, 0.0739, 0.1034, 0.0805, 0.0696, 0.0644, 0.0621, -0.0620, -0.2881, -0.2602, 0.6282, -0.1228, -0.2750, -0.2932, 0.0879, 0.0854, 0.0626, 0.1195, 0.1202, 0.0715, 0.0807, 0.0819, -0.0615, -0.2496, -0.2986, 0.6407, -0.0841, -0.2772, -0.2915, 0.0850, 0.0865, 0.0631, 0.1198, 0.1184, 0.0440, 0.0778, 0.0621, 0.0549, -0.3836, 0.0142, 0.0785, 0.0893, 0.0962, 0.0723, 0.0558, -0.4015, 0.0463, 0.0355, 0.0554, 0.0545, 0.1064, 0.0442, -0.4320, 0.0376, 0.0463, 0.0995, 0.1057, 0.1077]}



No. 2
{"formula": "C5H10O", "method": "ωB97M-V/def2-TZVPD", "de_lowest_kcal_mol": 24.7, "orbital_gap_ev": 10.82, "homo_ev": -9.90, "spin_multiplicity": 1, "total_charge": 0, "elements": ["C", "C", "C", "C", "C", "O", "H", "H", "H", "H", "H", "H", "H", "H", "H", "H"], "positions_angstrom": [[0.108, 1.477, 0.823], [0.264, -0.054, 0.762], [-1.044, -0.864, 0.537], [-0.818, -0.613, -0.961], [0.672, -0.573, -0.655], [1.432, 0.228, -1.523], [1.098, 1.943, 0.799], [-0.454, 1.941, 0.002], [-0.392, 1.775, 1.751], [0.884, -0.363, 1.610], [-0.901, -1.923, 0.797], [-1.981, -0.521, 0.984], [-1.234, -1.250, -1.745], [-1.079, 0.432, -1.128], [1.092, -1.590, -0.585], [2.354, -0.046, -1.466]], "lowdin_charge": [-0.0680, -0.2937, -0.1381, -0.1373, -0.3728, -0.0127, 0.0761, 0.0763, 0.0761, 0.1263, 0.1073, 0.1056, 0.1104, 0.0991, 0.1513, 0.0939]}



No. 3
{"formula": "C14H15MnN4O4S2", "method": "ωB97M-V/def2-TZVPD", "de_lowest_kcal_mol": 0.0, "orbital_gap_ev": [6.31, 6.45], "homo_ev": [-3.54, -3.69], "s2": 8.7563, "spin_multiplicity": 6, "total_charge": -1, "elements": ["Mn", "O", "C", "O", "C", "C", "N", "N", "C", "C", "O", "O", "H", "H", "H", "C", "C", "S", "C", "C", "S", "H", "H", "H", "H", "H", "H", "N", "C", "C", "C", "C", "C", "N", "H", "H", "H", "H", "H", "H"], "positions_angstrom": [[-0.424, 0.845, -0.778], [-1.558, -3.644, -4.645], [-2.345, -3.796, -3.595], [-3.129, -4.714, -3.500], [-2.229, -2.780, -2.517], [-2.956, -2.814, -1.343], [-2.586, -1.745, -0.619], [-1.653, -1.031, -1.241], [-1.419, -1.628, -2.389], [-0.378, -0.981, -3.258], [-0.081, -1.534, -4.328], [0.119, 0.083, -2.789], [-0.961, -2.830, -4.562], [-3.696, -3.521, -1.010], [-2.897, -1.420, 0.287], [0.481, 4.278, 2.088], [-0.219, 3.189, 1.293], [0.311, 3.094, -0.394], [-1.163, 2.417, 1.863], [-1.573, 2.577, 3.304], [-2.054, 1.142, 1.013], [1.192, 4.799, 1.450], [1.034, 3.867, 2.937], [-0.227, 5.015, 2.477], [-1.031, 3.374, 3.812], [-1.408, 1.645, 3.855], [-2.644, 2.791, 3.371], [2.661, -0.514, -1.589], [2.529, -0.499, -0.238], [3.634, -0.761, 0.598], [3.457, -0.759, 1.958], [2.191, -0.507, 2.489], [1.165, -0.263, 1.606], [1.314, -0.259, 0.271], [3.584, -0.478, -1.980], [1.888, -0.195, -2.165], [4.600, -0.960, 0.152], [4.300, -0.953, 2.610], [2.009, -0.484, 3.553], [0.160, -0.046, 1.954]], "lowdin_spin": [4.6574, 0.0002, 0.0002, 0.0002, 0.0010, 0.0040, 0.0025, 0.0318, 0.0062, 0.0066, 0.0064, 0.0463, 0.0001, 0.0005, 0.0000, 0.0024, 0.0150, 0.0641, 0.0166, 0.0040, 0.0718, 0.0014, 0.0001, 0.0003, 0.0005, 0.0010, 0.0011, 0.0028, 0.0067, 0.0007, 0.0025, 0.0003, 0.0071, 0.0348, 0.0001, 0.0011, 0.0002, 0.0002, 0.0001, 0.0020]}